(1)
C49H46FeN4PSe2 | the ωB97M-V functional and the def2-TZVPD basis

Atoms and positions in Å:
H1 -5.1373 2.6956 -0.4004
H2 -2.9129 0.6804 1.6378
C1 1.1684 -3.2450 -0.8687
H3 0.7260 -3.5766 1.7337
C2 -1.4564 1.1461 4.6361
C3 -4.5936 2.7105 -2.4795
C4 -3.5371 2.7300 -3.3807
C5 0.5916 6.3502 -2.9218
H4 -1.8513 1.4686 5.5961
C6 -2.4080 -4.4377 2.6307
H5 2.6129 4.3529 -4.7620
C7 -2.1727 -5.7406 3.0421
C8 -2.4038 0.4008 3.7780
Fe1 0.8353 0.4955 -0.8998
C9 -0.8953 -2.6738 -2.3012
C10 3.6887 0.7575 -1.5621
H6 -0.7070 -7.2918 3.3157
Se1 -0.3177 3.8640 0.9751
C11 -4.8444 -1.9451 4.2863
H7 -1.9430 -0.8085 -2.1768
C12 6.3379 -0.3080 -3.0343
H8 3.0629 -3.0471 -1.9020
H9 -5.6899 -2.2570 4.8895
H10 2.9457 0.4418 2.4076
H11 -2.7942 2.7786 0.3966
H12 0.0930 -4.5676 -2.1753
H13 5.5257 -1.4735 -4.5957
H14 1.6903 1.4802 3.3999
H15 -3.5821 -1.6484 5.9396
C13 -3.9754 -1.6684 2.0077
H16 2.1990 3.3532 -0.4030
C14 -5.0001 -1.9243 2.8213
C15 -0.1599 1.3735 4.3767
C16 -2.5292 -1.1443 4.0489
H17 2.4816 2.8367 1.7545
C17 0.1416 -5.5008 2.4803
C18 2.0999 -2.5263 -1.8376
H18 -0.6173 5.6857 -1.2721
C19 1.3880 3.7045 -3.1246
N1 1.3643 0.5027 1.0225
C20 -2.2254 2.7522 -2.9214
H19 1.1477 -5.9002 2.4311
N2 2.6844 1.4677 -1.1553
H20 5.2689 1.7331 -0.5071
C21 -0.8909 -0.8921 -0.3783
H21 1.6797 -4.1050 -0.4252
C22 0.4405 0.6093 1.9865
C23 -0.8946 -6.2809 2.9744
C24 -3.6885 -1.6077 4.8598
H22 1.7013 2.6703 -3.2099
C25 -0.8121 -1.3830 1.0441
H23 3.9032 3.1205 -0.6848
C26 5.0777 1.0406 -1.3151
C27 -2.5963 -1.3564 2.5178
P1 -0.1906 2.8099 -0.9309
H24 3.3673 0.0971 0.7444
H25 -4.1079 -1.6629 0.9293
C28 5.2757 -0.9607 -3.6690
H26 -2.4881 -2.0316 -1.0135
N3 2.3491 -1.1430 -1.4427
C29 -4.3235 2.7130 -1.1171
H27 -3.4086 -4.0307 2.6799
C30 3.1458 2.2047 1.1616
C31 2.7480 0.7409 1.3735
Se2 0.3166 0.4943 -3.1505
C32 -0.8811 0.0769 1.4609
H28 -1.4129 2.7444 -3.6358
C33 0.4750 4.0659 -2.1381
H29 7.1400 0.8994 -1.5161
C34 -3.0101 2.7465 -0.6647
H30 0.2733 7.3836 -2.8365
H31 0.3672 1.8980 5.1729
C35 -2.1968 0.1236 2.2449
H32 1.9132 6.7255 -4.5799
C36 0.0841 5.4015 -2.0484
C37 3.3225 -0.5759 -2.0899
H33 -5.9774 -2.1429 2.4043
C38 3.9766 -1.1177 -3.2521
H34 -2.9959 -6.3404 3.4127
C39 6.2040 0.5317 -1.9321
C40 -1.9439 2.7664 -1.5571
H35 0.9616 -2.5518 -0.0572
C41 1.5093 5.9819 -3.9015
H36 -3.7307 2.7262 -4.4476
H37 3.3311 -1.7190 -3.8810
C42 -1.3707 -3.6374 2.1373
C43 1.9022 4.6568 -4.0021
H38 -0.7899 -4.1386 -0.7163
H39 -5.6179 2.6996 -2.8365
C44 2.9981 2.6250 -0.3253
H40 4.1741 2.3572 1.5114
H41 -1.6598 -3.1685 -2.9087
C45 -0.0932 -4.1970 2.0696
H42 1.6835 -2.5552 -2.8525
C46 -0.1401 -3.7343 -1.5021
C47 -1.6037 -1.5905 -1.4971
H43 -0.2195 -2.1784 -3.0006
C48 -1.5686 -2.2202 1.8038
N4 -1.0425 0.3859 -0.0534
H44 -1.5868 -1.5217 4.4512
H45 7.3353 -0.4712 -3.4262
C49 0.6890 1.1050 3.2511
H46 -3.4023 0.8365 3.8782

## Properties
Energy = -231884.6283 eV
Frontier orbital gap (alpha / beta) = 5.152 / 5.212 eV
Max |F| = 1.5 eV/A
Net charge = -2
⟨S²⟩ = 1.06
Spin multiplicity = 2
Highest occupied orbital energy (alpha / beta) = -1.0 / -1.1 eV

(2)
C49H47ClMgN10OS6 | the ωB97M-V functional and the def2-TZVPD basis

Atoms and positions in Å:
N1 -0.0992 -2.0425 3.0678
C1 5.9733 -2.3943 -1.9826
C2 4.5532 -2.6519 0.0179
C3 -3.2538 5.8887 -2.0741
C4 -0.9279 -0.9007 5.0077
H1 4.5653 -3.6938 -0.3073
S1 -6.1094 -2.5099 5.3664
C5 6.0821 1.9738 -1.7559
H2 -0.4175 0.1858 -4.9208
H3 2.2087 -0.8387 1.7985
H4 5.5991 -3.3166 -2.4307
C6 4.4463 0.2043 0.4807
N2 -3.7526 2.4115 -0.9226
C7 -1.6203 -1.5890 -4.8410
H5 1.9782 -5.7605 -1.1666
C8 -7.1755 -1.3538 3.2906
H6 0.5218 1.8718 -0.8795
C9 -2.0882 4.0754 -0.3294
C10 -2.0380 -2.6467 -4.0425
H7 2.7740 -1.1052 -1.6344
H8 -3.2603 1.5372 5.1838
N3 0.8830 0.4041 0.6635
C11 0.8382 -3.9866 -1.1286
H9 4.1687 3.5281 -2.8408
H10 -2.9483 -2.9483 0.6244
C12 4.7987 4.4621 0.8430
O1 6.5469 -0.3452 -0.0810
H11 6.3480 -1.7740 -2.7981
H12 -1.9600 -1.5082 -5.8652
H13 1.2744 -4.1411 2.7403
H14 -1.8036 0.1430 6.6614
H15 -3.7162 6.5890 -2.7569
H16 -5.3986 0.5380 -1.7536
H17 4.9719 4.7357 1.8750
C13 -1.6010 -2.7530 -2.7304
C14 -0.7580 -0.6404 -4.3088
H18 0.3678 -0.0123 -2.5869
N4 -1.6544 -0.2300 2.8292
Cl1 2.8305 6.3258 0.8766
C15 -3.6708 -0.0070 -0.5817
C16 -3.2061 3.7105 -1.0624
H19 6.8129 -2.6741 -1.3402
N5 -0.2119 -2.0929 1.8170
H20 -0.6621 5.6126 0.0898
H21 7.0134 1.7790 -1.2225
C17 -1.5428 5.3397 -0.4811
S2 -8.5371 -1.3857 4.3919
C18 5.5585 3.4711 0.2291
H22 3.8096 -1.2566 -3.0564
H23 7.1892 -0.6982 -0.7073
H24 0.7281 -3.9555 -2.2043
N6 2.5132 1.3208 -0.5837
C19 -3.7850 4.6127 -1.9381
H25 5.3070 -2.5376 0.8000
H26 4.5195 -0.5289 1.2787
C20 3.5909 -1.6809 -2.0744
C21 3.8126 5.1008 0.1140
H27 4.9070 1.1239 0.8320
H28 5.7505 0.1177 -2.7481
C22 -1.7639 0.0368 5.5854
H29 6.3507 2.3085 -2.7603
H30 -2.7132 -3.3936 -4.4418
C23 2.0488 -0.1044 1.0230
C24 -0.3181 -0.7462 -2.9949
C25 -3.0689 1.3597 -0.4141
C26 5.2634 -0.2998 -0.7178
C27 1.1838 -4.1103 1.6623
C28 1.5419 -4.9903 -0.5396
C29 -6.4439 0.8984 1.9275
C30 -4.8573 -0.2424 -1.2374
H31 -6.8316 1.5004 2.7480
H32 -4.5741 2.2138 -1.4658
C31 3.5955 4.7882 -1.2181
H33 -4.6599 4.3207 -2.5094
C32 5.3287 3.0999 -1.0896
H34 -1.9381 -3.5741 -2.1080
C33 5.2934 0.6616 -1.9215
N7 -0.3515 -1.8475 -0.8272
H35 6.3349 2.9696 0.7976
H36 2.8341 5.3135 -1.7796
H37 3.2165 -2.6946 -2.2261
N8 -2.9846 -0.9813 0.0374
C34 1.7351 -5.0667 0.8701
C35 -0.7320 -1.8051 -2.1863
Mg1 -1.0670 -0.5292 0.7583
C36 -4.7190 -2.5145 -0.5267
H38 -5.4074 0.6155 2.1164
C37 -2.1322 6.2542 -1.3463
C38 0.4370 -3.0547 1.0862
C39 -7.7659 -2.1692 5.7101
C40 -0.9163 -1.0119 3.6306
N9 -1.9734 1.4455 0.2588
C41 -6.0021 -1.8700 3.7340
H39 -1.7112 7.2451 -1.4487
C42 4.3543 3.7916 -1.8045
H40 -5.1286 -3.5082 -0.4184
S3 -1.3851 2.9458 0.8263
C43 -2.5650 0.8200 4.7727
C44 0.2633 -2.9252 -0.3415
H41 -3.1025 1.2241 2.7366
H42 -6.5205 1.4644 0.9964
S4 -4.4655 -1.9236 2.9600
H43 3.5621 -2.4724 0.4449
H44 2.2943 -5.8875 1.2971
C45 4.8410 -1.7357 -1.1819
H45 -6.3372 -1.7361 -1.6866
C46 -3.5078 -2.1968 0.0805
H46 -0.3058 -1.5653 5.5904
H47 4.2731 0.8993 -2.2257
C47 1.2308 1.2703 -0.3353
C48 -2.4766 0.6476 3.4055
N10 3.0238 0.4302 0.2975
C49 -5.3875 -1.5311 -1.2095
S5 -7.4270 -0.6066 1.7279
S6 -8.5098 -2.5329 7.1394

## Properties
Energy = -151507.1239 eV
Frontier orbital gap = 5.011 eV
Max |F| = 0.6 eV/A
Net charge = 0
Highest occupied orbital energy = -6.1 eV
Relative energy (zero: lowest compared OMol25 entry of this formula, charge and spin) = 3.05 kJ/mol